Record 1
{
  "formula": "C5H10O5Sr",
  "method": "ωB97M-V/def2-TZVPD",
  "symbols": ["C", "C", "O", "C", "O", "O", "O", "Sr", "H", "H", "H", "H", "H", "C", "C", "O", "H", "H", "H", "H", "H"],
  "coordinates": [[0.8163, 1.1014, 1.2991], [2.0108, 0.6795, 0.5501], [1.9048, -0.7414, 0.1741], [2.9309, -1.2877, -0.4169], [3.9851, -0.6319, -0.6898], [2.8894, -2.5279, -0.6928], [0.7827, 2.4106, 1.6313], [5.1035, -2.6747, -1.7523], [0.2952, 0.3941, 1.9490], [2.9193, 0.7852, 1.1542], [2.1113, 1.2568, -0.3781], [0.1778, 2.5711, 2.3917], [-1.4631, 0.7796, 0.0592], [-2.4862, 0.7789, -0.5513], [-3.2816, -0.4974, -0.4445], [-2.5947, -1.5321, -1.1467], [-3.0683, 1.6229, -0.1610], [-2.2353, 1.0110, -1.5946], [-4.2830, -0.3651, -0.8845], [-3.4145, -0.7840, 0.6112], [-3.1002, -2.3490, -1.1074]],
  "atomic_forces_ev_per_a": [[-0.83, -1.02, 0.61], [0.56, -0.28, -0.67], [-0.54, 0.58, 0.40], [1.03, -0.26, -0.12], [0.65, -0.06, -0.48], [0.24, -0.63, -0.45], [-0.30, 0.54, 0.67], [-1.82, 1.17, 1.14], [0.20, 0.15, -0.24], [0.08, 0.08, -0.15], [0.17, 0.01, 0.24], [0.60, -0.27, -0.93], [-2.16, -0.29, -1.29], [1.94, 0.61, 0.99], [-0.15, -0.35, 0.11], [0.24, 0.06, -0.03], [0.06, -0.18, -0.04], [-0.09, -0.16, 0.22], [0.20, 0.11, 0.12], [0.00, 0.11, -0.19], [-0.07, 0.10, 0.07]],
  "mulliken_spin": [0.80, 0.00, 0.01, 0.00, 0.00, 0.00, 0.12, 0.00, 0.00, 0.04, 0.03, -0.01, 0.00, 0.00, 0.00, 0.00, 0.00, 0.00, 0.00, 0.00, 0.00],
  "multiplicity": 2,
  "charge": 1,
  "total_energy_ev": -16413.0906
}



Record 2
{
  "formula": "C5H10O5Tl",
  "method": "ωB97M-V/def2-TZVPD",
  "symbols": ["C", "C", "O", "C", "O", "O", "O", "Tl", "H", "H", "H", "H", "H", "C", "C", "O", "H", "H", "H", "H", "H"],
  "coordinates": [[-0.4225, -2.0722, 0.1696], [-0.2015, -1.7207, 1.5989], [-1.2109, -0.8045, 2.0078], [-1.2590, -0.4667, 3.3059], [-2.1963, 0.2954, 3.6497], [-0.4340, -0.9513, 4.1204], [0.6783, -2.5730, -0.4355], [-1.5634, 0.4043, 6.0895], [-0.1302, 0.6522, -1.5782], [0.7924, -1.2615, 1.7477], [-0.2367, -2.6281, 2.2210], [0.5187, -2.7958, -1.3796], [-1.3032, -1.7425, -0.3911], [-0.1692, 1.6300, -2.1530], [1.0886, 1.8782, -2.9503], [2.1596, 2.1410, -2.0435], [-1.0360, 1.5819, -2.8247], [-0.3445, 2.4393, -1.4298], [0.9580, 2.7412, -3.6220], [1.3312, 1.0003, -3.5726], [2.9809, 2.2525, -2.5301]],
  "atomic_forces_ev_per_a": [[-0.80, 0.51, 0.20], [0.38, -0.18, 0.10], [-0.25, 0.12, -0.32], [-0.12, -0.43, 0.81], [-0.26, 0.51, 0.14], [0.31, 0.07, 0.18], [0.33, -0.41, -1.26], [0.11, -0.36, -1.09], [0.09, 1.15, -0.63], [-0.21, -0.21, -0.11], [0.02, 0.24, 0.08], [-0.02, 0.30, 1.07], [0.50, -0.15, 0.17], [-0.32, -0.87, 0.66], [0.34, -0.01, -0.17], [-0.12, -0.07, 0.12], [0.17, 0.00, 0.12], [0.10, -0.22, -0.22], [-0.07, -0.16, 0.10], [-0.11, 0.19, 0.10], [-0.08, -0.02, -0.07]],
  "mulliken_spin": [0.85, -0.03, 0.00, 0.00, 0.00, 0.00, 0.10, 0.00, 0.00, 0.04, 0.05, -0.01, 0.00, 0.00, 0.00, 0.00, 0.00, 0.00, 0.00, 0.00, 0.00],
  "multiplicity": 2,
  "charge": 0,
  "total_energy_ev": -20276.5483
}



Record 3
{
  "formula": "C5H10S",
  "method": "ωB97M-V/def2-TZVPD",
  "symbols": ["C", "S", "C", "C", "C", "C", "H", "H", "H", "H", "H", "H", "H", "H", "H", "H"],
  "coordinates": [[2.5161, 1.1788, -0.2788], [0.7192, 1.2744, -0.1370], [0.3389, -0.4970, -0.2669], [-1.1521, -0.7007, -0.3172], [-1.7558, -1.9736, 0.2184], [-1.9639, -0.6691, 0.9341], [2.9759, 0.5725, 0.5426], [2.8113, 0.7975, -1.2399], [2.9055, 2.2028, -0.2027], [0.7972, -0.8810, -1.1802], [0.7572, -1.0219, 0.5981], [-1.6450, -0.2626, -1.2054], [-1.0486, -2.7031, 0.6536], [-2.5992, -2.4124, -0.3039], [-1.4159, -0.5192, 1.8792], [-2.9458, -0.1939, 0.9141]],
  "atomic_forces_ev_per_a": [[0.34, 0.17, 1.00], [0.11, -0.12, 0.06], [-0.17, 0.05, 0.02], [-0.41, 0.31, -0.79], [0.42, -0.39, 0.10], [0.15, 0.23, 0.93], [-0.44, 0.45, -0.69], [0.11, -0.31, -0.39], [-0.15, -0.26, 0.05], [0.07, -0.06, 0.06], [0.02, 0.03, -0.09], [0.38, -0.32, 0.53], [-0.56, 0.49, -0.21], [0.15, 0.05, 0.02], [-0.33, -0.07, -0.55], [0.30, -0.23, -0.04]],
  "nbo_charge": [-0.75, 0.19, -0.51, -0.25, -0.42, -0.42, 0.21, 0.21, 0.23, 0.21, 0.21, 0.22, 0.21, 0.22, 0.21, 0.22],
  "smiles": "CSCC1CC1",
  "charge": 0,
  "total_energy_ev": -16181.5235
}



Record 4
{
  "formula": "C5H10S",
  "method": "ωB97M-V/def2-TZVPD",
  "symbols": ["C", "C", "C", "C", "C", "H", "H", "H", "H", "H", "H", "H", "H", "H", "H", "S"],
  "coordinates": [[-0.3240, 1.7680, 0.2732], [-0.3956, 0.3845, -0.3453], [0.7930, -0.6404, -0.2535], [1.9219, -0.6979, 0.7779], [2.2049, 0.1241, -0.5833], [-0.9456, 1.7155, 1.5535], [-1.1573, 2.4728, -0.5291], [0.6208, 2.2626, 0.2316], [-0.3060, 0.6659, -1.5525], [-1.3316, -0.6652, 1.2077], [0.6171, -1.5013, -0.7826], [1.8738, 0.1079, 1.4467], [2.2422, -1.6665, 0.7695], [2.8376, -0.5197, -0.9764], [2.4126, 1.1542, -0.1906], [-2.0040, -0.6035, -0.0245]],
  "atomic_forces_ev_per_a": [[-5.95, 0.83, 1.22], [0.82, -0.70, -4.18], [2.13, 5.62, 1.21], [-3.03, 2.91, -3.23], [-4.04, -0.15, 4.48], [2.29, 0.50, -4.02], [2.56, -1.93, 3.03], [0.57, 0.18, 0.31], [-0.77, -1.08, 2.92], [-1.46, -0.52, -0.78], [-0.28, -1.81, -1.28], [0.07, -0.33, 2.17], [1.55, -2.02, 1.23], [3.36, -1.66, -3.04], [-0.24, -1.11, -1.48], [2.43, 1.29, 1.42]],
  "nbo_charge": [-0.61, -0.33, -0.22, -0.43, -0.45, 0.20, 0.23, 0.21, 0.23, 0.14, 0.22, 0.23, 0.22, 0.20, 0.22, -0.07],
  "charge": 0,
  "total_energy_ev": -16177.0415
}



Record 5
{
  "formula": "C5H11AsF6IrNO3",
  "method": "ωB97M-V/def2-TZVPD",
  "symbols": ["Ir", "N", "C", "C", "O", "O", "H", "H", "H", "H", "C", "C", "C", "O", "H", "H", "H", "H", "H", "H", "H", "F", "As", "F", "F", "F", "F", "F"],
  "coordinates": [[-0.8407, 1.0221, -0.7007], [0.0983, -0.8245, 2.0286], [0.8685, -1.3468, 2.8847], [-0.1984, 3.8349, -1.7967], [-0.4051, 4.9439, -1.9646], [0.0440, 2.6911, -1.6629], [-0.8956, -0.6765, 2.1885], [0.4730, -0.5044, 1.0874], [1.9159, -1.4742, 2.6398], [0.4876, -1.6682, 3.8469], [2.9703, -0.6689, -0.9020], [2.0982, 0.5700, -0.9054], [2.6844, 1.7100, -0.0955], [0.8188, 0.1950, -0.3485], [3.9421, -0.4469, -1.3421], [2.5066, -1.4725, -1.4714], [3.1357, -1.0164, 0.1207], [1.9370, 0.8920, -1.9350], [2.8787, 1.3909, 0.9320], [2.0120, 2.5693, -0.0706], [3.6339, 2.0289, -0.5248], [-1.9109, -0.4872, 0.1884], [-3.6498, 0.2991, 0.4015], [-4.0288, -0.4508, -1.0648], [-2.8319, 1.6253, -0.6442], [-4.0815, -1.0342, 1.3433], [-2.8948, 1.0751, 1.7351], [-5.0570, 1.2043, 0.5085]],
  "atomic_forces_ev_per_a": [[-0.20, 0.12, 0.05], [0.30, 0.06, -0.30], [-0.20, -0.05, 0.12], [-0.10, -0.12, -0.10], [0.05, 0.04, 0.04], [0.03, 0.05, -0.03], [0.01, -0.08, 0.15], [-0.02, 0.00, 0.11], [0.01, 0.00, 0.00], [0.01, 0.01, 0.00], [-0.05, 0.02, 0.00], [0.04, 0.11, 0.12], [0.08, -0.01, 0.05], [0.03, -0.16, -0.12], [0.00, -0.01, 0.01], [0.00, 0.00, -0.02], [0.03, 0.01, 0.02], [-0.07, -0.01, -0.06], [-0.04, 0.02, -0.02], [0.07, -0.07, 0.04], [0.00, 0.02, -0.02], [0.03, 0.02, -0.04], [-0.04, 0.01, 0.08], [-0.01, -0.01, 0.00], [0.03, 0.02, -0.05], [0.01, -0.01, -0.02], [-0.02, 0.00, -0.04], [0.00, 0.00, -0.02]],
  "mulliken_spin": [0.89, 0.00, 0.00, 0.00, 0.00, 0.00, 0.00, 0.00, 0.00, 0.00, 0.00, -0.01, 0.01, 0.12, 0.00, 0.00, 0.00, 0.00, 0.00, 0.00, 0.00, 0.00, -0.01, 0.00, 0.00, 0.00, 0.00, 0.00],
  "multiplicity": 2,
  "charge": 1,
  "total_energy_ev": -92972.5988
}



Record 6
{
  "formula": "C5H11B",
  "method": "ωB97M-V/def2-TZVPD",
  "symbols": ["B", "C", "C", "C", "C", "C", "H", "H", "H", "H", "H", "H", "H", "H", "H", "H", "H"],
  "coordinates": [[-0.7799, 0.3053, 0.1361], [3.0211, -0.4834, -0.3091], [1.7589, -0.2012, -0.5119], [-1.0155, 0.3839, -1.4371], [-2.0359, 0.3892, 1.2132], [0.7138, -0.0056, 0.4696], [3.5887, -0.6781, -1.2419], [3.5797, -0.7210, 0.6784], [1.4140, -0.0768, -1.5455], [-1.9586, -0.1749, -1.5061], [-0.1807, -0.0228, -1.9468], [-1.1939, 1.4788, -1.6795], [-1.9776, -0.6971, 1.5977], [-2.9420, 0.5263, 0.7702], [-2.1888, 1.0613, 2.0727], [0.3698, -1.4429, 0.9145], [1.0410, 0.5384, 1.3429]],
  "atomic_forces_ev_per_a": [[-0.18, 0.68, -0.24], [2.48, -1.24, 0.29], [-0.65, 0.48, -0.92], [-1.89, 1.19, 1.94], [3.18, -1.76, 0.90], [-1.90, -3.30, 2.67], [0.05, 0.30, 0.89], [-1.36, 0.65, -1.67], [0.67, -0.22, 0.32], [0.14, 0.17, -0.97], [0.01, -0.30, -0.94], [0.11, -1.27, 0.00], [-0.44, 1.50, -0.19], [-2.56, -0.08, -1.92], [1.23, -0.22, -0.02], [0.81, 3.79, -0.85], [0.31, -0.38, 0.71]],
  "nbo_charge": [0.85, -0.37, -0.22, -1.00, -0.97, -0.71, 0.20, 0.20, 0.19, 0.24, 0.21, 0.25, 0.24, 0.22, 0.25, 0.19, 0.24],
  "charge": 0,
  "total_energy_ev": -6036.6885
}